1.
Entry from the OMol25 dataset: a structure of composition C52H49BrI2MgN6O3Sb in a non-equilibrium geometry (ωB97M-V/def2-TZVPD).

Summary:
ΔE to the lowest compared entry with this formula, charge and spin ... 0.082 eV
2S+1 ... 1
Frontier orbital gap ... 7.13 eV
Electronic energy ... -6174.967312 a.u.
E_HOMO ... -9.62 eV
Charge ... +1

Each line ends with the Löwdin charge.
Atoms and positions in Å:
Mg  -0.2420  0.4242  0.4080  0.47
I  4.0912  1.7134  6.5237  0.85
C  3.0758  1.5943  4.6816  -0.73
C  3.6801  2.0609  3.5250  -0.22
C  2.9694  2.0093  2.3448  -0.60
I  3.8580  2.6601  0.5544  0.95
C  1.6406  1.5401  2.2562  -0.42
O  0.9813  1.5739  1.1311  -0.23
C  1.0809  1.0252  3.4501  -0.14
C  -0.3579  0.5668  3.4922  -0.11
N  -0.7901  -0.3012  2.3783  -0.08
C  -0.2139  -1.6518  2.4406  -0.11
C  1.1667  -1.6597  1.8408  -0.26
C  2.2282  -2.3091  2.4546  0.00
C  3.4732  -2.2841  1.8502  -0.02
C  3.6151  -1.5937  0.6553  -0.02
C  2.5044  -0.9801  0.1111  -0.14
N  1.2943  -1.0215  0.6731  0.06
C  1.7995  1.0640  4.6377  -0.12
H  4.6811  2.4681  3.5482  0.08
H  -0.9954  1.4564  3.4645  0.13
H  -0.5308  0.0591  4.4484  0.13
H  -1.7949  -0.4025  2.4813  0.13
H  -0.8435  -2.3240  1.8496  0.13
H  -0.1738  -2.0359  3.4657  0.13
H  2.0776  -2.8230  3.3943  0.12
H  4.3171  -2.7830  2.3069  0.12
H  4.5642  -1.5331  0.1418  0.12
H  2.5911  -0.4310  -0.8140  0.07
H  1.3464  0.6852  5.5460  0.10
C  -1.5619  3.3102  1.0751  -0.02
O  -1.7796  1.9214  0.8416  -0.15
C  -3.0607  1.4909  0.6493  -0.19
C  -4.1893  2.2534  0.8977  -0.03
C  -5.4485  1.7024  0.6911  -0.66
Br  -6.9858  2.7627  1.0190  0.78
C  -5.5959  0.4056  0.2523  -0.06
C  -4.4616  -0.3715  0.0071  -0.06
C  -3.1934  0.1710  0.1979  -0.18
O  -2.0641  -0.5549  -0.0508  -0.03
C  -4.5470  -1.7561  -0.4366  -0.24
N  -3.4880  -2.5299  -0.5364  0.15
C  -3.9472  -3.7635  -0.9571  -0.20
C  -3.2695  -4.9576  -1.1969  0.01
C  -4.0175  -6.0475  -1.5893  -0.07
C  -5.4055  -5.9643  -1.7703  -0.07
C  -6.0923  -4.7885  -1.5452  -0.01
C  -5.3428  -3.7019  -1.1124  -0.17
N  -5.6913  -2.4087  -0.7754  0.19
H  -1.9820  3.6216  2.0335  0.11
H  -1.9936  3.9132  0.2726  0.11
H  -0.4837  3.4378  1.0927  0.10
H  -4.1119  3.2705  1.2504  0.11
H  -6.5866  0.0021  0.1035  0.11
H  -2.3639  -1.4781  -0.3445  0.07
H  -2.1953  -5.0158  -1.0869  0.08
H  -3.5212  -6.9917  -1.7686  0.11
H  -5.9462  -6.8428  -2.0942  0.11
H  -7.1621  -4.7204  -1.6918  0.11
H  -6.6224  -2.0331  -0.7747  0.16
C  0.6282  4.3808  -3.2057  0.01
N  -0.0198  3.2060  -2.6575  -0.10
C  -1.1483  2.5926  -3.1431  -0.02
C  -1.3515  1.5011  -2.3543  -0.11
N  -0.3645  1.4358  -1.4007  0.02
C  0.4091  2.4863  -1.6085  -0.17
H  0.7039  4.2872  -4.2875  0.10
H  1.6289  4.4675  -2.7894  0.10
H  0.0646  5.2832  -2.9708  0.10
H  -1.6966  2.9759  -3.9857  0.13
H  -2.1463  0.7769  -2.4111  0.11
H  1.2658  2.7481  -1.0074  0.08
C  0.2635  -4.5817  -0.8189  -0.09
C  0.2416  -4.9046  -2.2942  -0.33
C  0.1591  -6.2323  -2.7075  -0.05
C  0.1425  -6.5661  -4.0529  -0.07
C  0.2139  -5.5662  -5.0111  -0.07
C  0.3107  -4.2422  -4.6107  -0.12
C  0.3247  -3.9018  -3.2615  -0.35
Sb  0.5250  -1.8106  -2.7224  1.58
C  2.5796  -1.6807  -3.4633  -0.31
C  3.2524  -2.8831  -3.6765  -0.12
C  4.5909  -2.9082  -4.0410  -0.08
C  5.2880  -1.7203  -4.1772  -0.07
C  4.6346  -0.5207  -3.9464  -0.05
C  3.2885  -0.4802  -3.5912  -0.32
C  2.6500  0.8564  -3.3416  -0.07
C  -0.5235  -1.1475  -4.5007  -0.34
C  0.1747  -0.5058  -5.5211  -0.13
C  -0.4692  -0.0565  -6.6634  -0.08
C  -1.8336  -0.2604  -6.8051  -0.08
C  -2.5311  -0.9190  -5.8063  -0.05
C  -1.8950  -1.3674  -4.6493  -0.31
C  -2.7287  -2.0873  -3.6199  -0.06
H  0.0370  -5.4688  -0.2279  0.08
H  -0.4667  -3.8047  -0.5761  0.04
H  1.2498  -4.2180  -0.5158  0.08
H  0.1230  -7.0190  -1.9623  0.11
H  0.0752  -7.6041  -4.3516  0.11
H  0.2009  -5.8121  -6.0649  0.11
H  0.3884  -3.4637  -5.3603  0.10
H  2.7245  -3.8200  -3.5639  0.08
H  5.0827  -3.8569  -4.2126  0.11
H  6.3342  -1.7238  -4.4536  0.11
H  5.1781  0.4128  -4.0352  0.11
H  3.4008  1.6464  -3.3458  0.08
H  2.1542  0.8657  -2.3739  0.03
H  1.8973  1.0925  -4.0981  0.07
H  1.2467  -0.3711  -5.4342  0.08
H  0.0975  0.4229  -7.4516  0.10
H  -2.3421  0.0670  -7.7025  0.10
H  -3.5924  -1.1056  -5.9282  0.11
H  -3.3263  -2.8654  -4.0973  0.10
H  -3.4202  -1.3993  -3.1256  0.08
H  -2.1154  -2.5721  -2.8618  0.02

Forces on atoms 1 to 6 (eV/Å):
-0.83 -0.59 -0.51
-0.13 -0.05 -0.32
0.21 -0.02 0.40
0.02 0.02 0.05
-0.12 -0.01 -0.41
-0.02 -0.02 0.19

***

2.
Entry from the OMol25 dataset: the molecule C2Cl2N2O2 in a non-equilibrium geometry (ωB97M-V/def2-TZVPD).

Summary:
ΔE to the lowest compared entry with this formula, charge and spin ... 2.980 eV
2S+1 ... 1
Frontier orbital gap ... 9.22 eV
Electronic energy ... -1256.371635 a.u.
E_HOMO ... -10.21 eV

Each line ends with the natural charge from an NBO analysis.
Atoms and positions in Å:
C  -0.4027  -0.0725  -0.2088  0.32
C  -1.4937  0.3880  0.1561  -0.25
N  0.7003  -0.4622  -0.5819  -0.26
N  1.7942  0.3450  -0.0184  0.61
O  1.8170  1.5424  0.0848  -0.34
O  2.7469  -0.3685  0.1200  -0.32
Cl  -2.2783  1.4859  -0.6216  0.19
Cl  -2.4408  -0.3486  1.4352  0.05

Forces on atoms 1 to 6 (eV/Å):
4.39 -1.69 -0.87
-2.75 -2.40 4.01
-0.82 0.76 -0.23
2.46 -0.62 -0.59
-1.64 -0.03 -0.02
0.49 -0.36 0.65

***

3.
Entry from the OMol25 dataset: a structure of composition C37H37BrF6N7O6PSY (ωB97M-V/def2-TZVPD).

Summary:
ΔE to the lowest compared entry with this formula, charge and spin ... 0.616 eV
2S+1 ... 2
Frontier orbital gap (spin up / spin down) ... 5.91 / 3.97 eV
Electronic energy ... -6217.949744 a.u.
E_HOMO (spin up / spin down) ... -12.04 / -12.04 eV
Charge ... +2

Each line ends with the Löwdin spin population.
Atoms and positions in Å:
Y  -0.2343  -0.0318  -0.5490  0.00
O  -0.2756  1.3720  3.6355  0.00
C  -0.6824  0.8843  2.4876  0.00
O  -0.2016  -0.0868  1.9382  0.00
C  -1.8596  1.5998  1.8956  0.00
C  -2.6221  2.5410  2.5670  0.00
C  -3.7608  3.0157  1.9337  0.00
C  -4.0973  2.5237  0.6800  0.00
C  -3.2565  1.5962  0.0807  0.00
N  -2.1514  1.1621  0.6754  0.00
C  -3.4892  0.9042  -1.2407  0.00
O  -4.4659  1.3177  -2.0310  0.00
O  -2.7830  -0.0145  -1.5637  0.00
H  0.4720  0.8468  3.9712  0.00
H  -2.3395  2.8704  3.5565  0.00
H  -4.3959  3.7418  2.4226  0.00
H  -5.0132  2.8558  0.2086  0.00
H  -4.9772  2.0488  -1.6613  0.00
Br  -0.4932  1.8380  -8.1212  0.13
C  -0.5611  1.7143  -6.2806  0.23
C  -0.6241  2.8952  -5.5055  0.00
C  -0.6803  2.7915  -4.1535  0.12
C  -0.6578  1.5128  -3.4832  0.10
O  -0.7200  1.4893  -2.2291  0.22
C  -0.5924  0.3134  -4.3046  0.11
C  -0.6037  -1.0553  -3.7861  -0.01
N  -0.4503  -1.4151  -2.5744  0.05
C  -0.4434  -2.8034  -2.2756  0.00
C  0.0434  -3.7563  -3.1322  0.01
C  -0.0362  -5.1255  -2.8151  0.00
C  -0.6164  -5.5253  -1.6456  0.01
C  -1.0783  -4.5631  -0.7167  0.00
C  -1.6715  -4.9205  0.5150  0.00
C  -2.0467  -3.9455  1.3926  0.00
C  -1.7864  -2.6069  1.0591  0.00
N  -1.2677  -2.2263  -0.0872  0.00
C  -0.9409  -3.1910  -1.0021  0.00
C  -0.5605  0.4503  -5.6711  0.01
H  -0.6320  3.8590  -5.9949  0.00
H  -0.7402  3.6734  -3.5287  0.00
H  -0.7639  -1.8115  -4.5559  0.00
H  0.5235  -3.4547  -4.0539  0.00
H  0.3579  -5.8553  -3.5079  0.00
H  -0.7095  -6.5758  -1.4029  0.00
H  -1.8162  -5.9680  0.7494  0.00
H  -2.5038  -4.1823  2.3424  0.00
H  -2.0073  -1.8226  1.7723  0.00
H  -0.5295  -0.4292  -6.3017  0.00
F  1.6832  -1.2774  -0.5852  0.00
P  2.9320  -0.6190  -1.6018  0.00
F  3.9377  0.1025  -2.5652  0.00
F  2.4108  -1.6021  -2.7397  0.00
F  1.6987  0.4530  -2.0482  0.00
F  3.2571  0.3826  -0.3931  0.00
F  3.9358  -1.6900  -1.0471  0.00
C  0.9767  -3.2489  3.2709  0.00
N  1.5153  -2.7319  2.0040  0.00
C  2.0604  -3.8807  1.2562  0.00
N  3.0841  -4.6014  2.0049  0.00
C  2.4935  -5.0663  3.2615  0.00
N  1.9699  -3.9578  4.0696  0.00
C  3.0790  -3.0385  4.3433  0.00
N  3.6808  -2.5220  3.1140  0.00
C  2.6457  -1.8485  2.3395  0.00
C  4.1646  -3.6615  2.3239  0.00
H  0.1539  -3.9337  3.0528  0.00
H  0.5865  -2.4083  3.8553  0.00
H  2.4878  -3.5223  0.3182  0.00
H  1.2412  -4.5700  1.0326  0.00
H  3.2517  -5.5969  3.8386  0.00
H  1.6780  -5.7579  3.0373  0.00
H  3.8396  -3.5632  4.9227  0.00
H  2.7066  -2.2003  4.9380  0.00
H  3.0888  -1.4670  1.4209  0.00
H  2.2620  -1.0033  2.9211  0.00
H  4.9356  -4.1850  2.8901  0.00
H  4.5991  -3.2898  1.3945  0.00
C  -2.5798  7.3418  1.3752  0.00
C  -1.5566  6.2679  1.1446  0.00
C  -1.7129  5.3415  0.1087  0.00
C  -0.7595  4.3713  -0.1358  0.00
C  0.3754  4.3259  0.6687  0.00
C  0.5492  5.2205  1.7129  0.00
C  -0.4190  6.1891  1.9419  0.00
S  1.5970  3.0639  0.4315  0.00
C  2.1593  3.4392  -1.2194  0.00
O  0.7742  1.7870  0.2868  0.00
H  -2.3029  8.2461  0.8299  0.00
H  -2.6481  7.6058  2.4292  0.00
H  -3.5651  7.0378  1.0240  0.00
H  -2.5958  5.3961  -0.5183  0.00
H  -0.8923  3.6443  -0.9294  0.00
H  1.4294  5.1643  2.3414  0.00
H  -0.2850  6.8938  2.7528  0.00
H  1.3087  3.4093  -1.8976  0.00
H  2.8933  2.6816  -1.4856  0.00
H  2.6165  4.4276  -1.1988  0.00

Forces on atoms 1 to 6 (eV/Å):
-0.15 -0.16 -0.25
0.01 -0.01 0.02
-0.02 0.01 -0.01
0.01 0.03 0.00
0.00 0.00 0.01
0.03 -0.01 -0.01

***

The lowest ΔE to the lowest compared entry with this formula, charge and spin belongs to which entry? C52H49BrI2MgN6O3Sb

***

Look up the ΔE to the lowest compared entry with this formula, charge and spin of the third one. 0.616 eV